Entry 1:
{
  "formula": "C5H7N2",
  "method": "ωB97M-V/def2-TZVPD",
  "elements": ["C", "C", "C", "C", "C", "N", "N", "H", "H", "H", "H", "H", "H", "H"],
  "positions_angstrom": [[1.3294, -0.0230, -1.3398], [1.2863, -0.4594, -0.0190], [0.3603, 0.7975, -1.6534], [0.1649, -0.4026, 0.9576], [-1.2301, 0.3077, 0.4384], [-1.1178, 1.4418, -0.3665], [-0.6031, 1.5560, -1.6289], [2.1154, -0.3756, -2.0582], [2.1575, -1.1281, 0.3831], [0.1168, -1.4651, 1.3255], [0.4443, 0.0389, 1.9099], [-1.7876, -0.4514, -0.0780], [-1.8178, 0.6288, 1.2662], [-0.9572, 2.3644, -2.2313]],
  "forces_ev_per_angstrom": [[2.50, -3.06, 1.65], [1.24, -1.67, 0.43], [0.38, 1.38, -2.21], [-0.55, 0.38, -0.33], [1.81, -2.55, -0.39], [-0.24, 3.30, 0.98], [-2.86, 0.76, -0.43], [-0.69, 0.63, 0.80], [-1.41, 1.54, -0.98], [-0.82, 0.61, -0.73], [0.34, 0.64, -0.07], [-0.34, -0.79, -0.41], [-0.16, 0.22, 0.79], [0.81, -1.40, 0.90]],
  "total_charge": 1,
  "spin_multiplicity": 1,
  "e_lumo_ev": [-5.58, -6.10]
}

---

Entry 2:
{
  "formula": "C5H7N2O3S",
  "method": "ωB97M-V/def2-TZVPD",
  "elements": ["C", "C", "C", "C", "C", "N", "N", "O", "O", "O", "S", "H", "H", "H", "H", "H", "H", "H"],
  "positions_angstrom": [[0.3078, -2.3001, -0.5876], [1.1794, -1.6463, 0.2554], [0.8008, -0.3322, -1.3754], [-0.9984, 0.2157, 1.4401], [0.1536, 1.1525, 1.6874], [0.0435, -1.4454, -1.6618], [1.5059, -0.4093, -0.2407], [-2.2950, -0.7302, -2.5890], [-0.4173, -1.1651, -4.2600], [0.6544, 1.2830, 2.7605], [-1.2216, -1.6351, -3.1067], [-0.2301, -3.1751, -0.6169], [1.4152, -1.8651, 1.3371], [0.8517, 0.4616, -2.0889], [-1.8060, 0.8670, 1.9604], [-1.1340, 0.1063, 0.3941], [-0.7579, -0.5748, 1.9762], [0.5334, 1.8411, 0.8216]],
  "forces_ev_per_angstrom": [[0.21, 2.38, -1.16], [-0.27, -0.26, 1.43], [-0.05, -1.03, -0.16], [-1.02, 5.93, -0.50], [0.47, 1.31, -2.18], [1.95, 1.04, 1.70], [-0.84, -0.29, -1.04], [1.45, -0.60, -0.90], [-0.72, 0.23, 1.11], [0.63, 0.00, 1.32], [-0.79, 0.13, 0.01], [-0.78, -2.06, 0.60], [0.02, -0.15, -1.58], [0.01, 0.45, -0.12], [0.64, -1.48, -1.02], [-0.57, -0.47, -0.78], [0.42, -4.08, 2.27], [-0.77, -1.05, 0.99]],
  "total_charge": -1,
  "spin_multiplicity": 1,
  "e_lumo_ev": 3.67
}

---

Entry 3:
{
  "formula": "C5H7N2O4",
  "method": "ωB97M-V/def2-TZVPD",
  "elements": ["C", "C", "C", "C", "C", "N", "N", "O", "O", "O", "O", "H", "H", "H", "H", "H", "H", "H"],
  "positions_angstrom": [[-0.4909, -0.9718, 0.2510], [0.2113, 2.5176, -0.3904], [-0.4297, -0.4164, -0.9849], [1.0937, 1.3425, 0.2035], [-0.9510, -2.4029, 0.4400], [0.0022, -0.4621, 1.3940], [0.8457, 0.5620, 1.2500], [0.9602, 3.3614, -0.9175], [-0.9963, 2.5121, -0.2205], [2.3989, 1.7451, 0.1738], [-1.9927, -2.7979, -0.4332], [-0.5566, -1.0534, -1.8555], [-0.4678, 0.6235, -1.1917], [-1.2924, -2.5174, 1.4747], [-0.0984, -3.0820, 0.2838], [1.6210, 0.5002, 1.9175], [2.3084, 2.5778, -0.3906], [-2.1657, -2.0381, -1.0039]],
  "forces_ev_per_angstrom": [[0.33, 0.01, 0.60], [-0.16, -0.56, 0.20], [-0.12, -0.26, -0.83], [1.26, 1.09, 0.53], [0.12, 0.00, 0.27], [-0.76, -0.55, 0.23], [0.68, 0.14, -0.28], [0.51, 0.58, -0.44], [-0.43, -0.21, 0.13], [-0.56, -0.34, -0.11], [-0.22, -0.03, -0.30], [0.05, -0.14, 0.00], [-0.28, 0.19, 0.02], [0.14, 0.05, -0.08], [-0.09, 0.11, 0.05], [-0.25, 0.11, -0.33], [-0.17, -0.21, 0.26], [-0.02, 0.00, 0.07]],
  "total_charge": -1,
  "spin_multiplicity": 1,
  "e_lumo_ev": 3.73
}

---

Entry 4:
{
  "formula": "C5H7N3",
  "method": "ωB97M-V/def2-TZVPD",
  "elements": ["C", "C", "C", "C", "C", "H", "H", "H", "H", "H", "H", "H", "N", "N", "N"],
  "positions_angstrom": [[2.0907, 0.9083, 0.4015], [2.0896, -0.5190, -0.0716], [-0.4283, 0.8640, -0.2770], [-1.7543, 1.0924, -0.1767], [-2.2476, -0.2321, 0.0756], [2.9742, 1.1951, 1.1428], [2.1940, 1.8128, -0.3481], [1.0185, 1.1941, 0.6687], [3.0879, -1.0579, -0.4928], [0.6964, 1.2625, -0.5982], [-2.3931, 2.0672, -0.2957], [-3.1937, -0.6034, 0.4916], [1.0366, -1.0940, -0.3450], [-0.1386, -0.4841, -0.1105], [-1.3100, -1.0721, 0.4156]],
  "forces_ev_per_angstrom": [[2.36, 2.98, 1.61], [4.49, 1.91, -1.65], [4.53, -0.19, -3.08], [-2.12, 1.36, -0.83], [-0.81, 0.31, 3.30], [-1.99, -0.98, -1.19], [0.46, -2.12, 0.52], [2.79, -0.61, 2.21], [-2.37, 1.30, 1.53], [-5.28, 0.52, -0.85], [1.68, -2.23, 0.13], [-0.07, 0.85, -0.67], [-2.35, -3.29, 0.08], [-3.61, 1.90, 2.09], [2.28, -1.71, -3.19]],
  "total_charge": 0,
  "smiles": "C/C=N\\n1cccn1",
  "spin_multiplicity": 1,
  "e_lumo_ev": 0.61
}

---

Short version: relative energy (zero: lowest compared OMol25 entry of this formula, charge and spin) = 762.01 107.89 240.64 624.73 kJ/mol, in the order given.
Short version: largest force on an atom = 0.08315 0.11743 0.03406 0.10664 Eh/bohr, in the order given.
Short version: energy = -8264.880 -25256.892 -16467.950 -9762.913 eV, in the order given.